Entry 1:
Here is C37H28BrN5O6PPdS as an isolated structure from the Open Molecules 2025 dataset. Energies are from ωB97M-V/def2-TZVPD.

Total charge: +1
Lowest unoccupied orbital energy (alpha / beta) (eV): -3.79 / -5.61
Gap between HOMO and LUMO (alpha / beta) (eV): 6.95 / 5.47
2S+1: 5
Electronic energy (Eh): -5592.96819

Last column: Löwdin spin population.
Atoms and positions in Å:
Pd 0.096 -0.335 -0.010  1.3475
O 4.099 2.988 -1.652  0.0000
C 3.131 2.784 -2.622  0.0015
C 2.948 3.643 -3.692  0.0004
C 1.910 3.400 -4.582  0.0001
C 1.060 2.318 -4.392  0.0009
C 1.260 1.466 -3.315  0.0010
C 2.307 1.686 -2.434  0.0163
C 2.570 0.730 -1.274  0.0433
O 1.841 -0.390 -1.234  0.1023
N 2.411 1.574 -0.024  0.3190
N 1.801 1.104 0.977  0.0794
C 1.740 1.836 2.099  0.1442
C 1.121 1.376 3.268  0.0290
Br 0.117 -0.220 3.237  0.0071
C 1.149 2.066 4.458  0.2157
C 1.970 3.200 4.816  0.0243
C 1.435 4.110 5.740  0.0464
C 2.143 5.240 6.102  -0.0040
C 3.414 5.456 5.582  0.0567
C 3.986 4.529 4.716  -0.0038
C 3.273 3.408 4.335  0.0436
H 4.700 3.686 -1.932  0.0000
H 3.603 4.499 -3.822  0.0001
H 1.762 4.070 -5.420  0.0000
H 0.243 2.139 -5.078  0.0001
H 0.611 0.619 -3.150  -0.0002
H 3.655 0.522 -1.250  0.0206
H 2.884 2.482 0.007  0.0051
H 2.149 2.842 2.109  0.0031
H 0.450 1.734 5.218  0.0073
H 0.446 3.934 6.147  0.0012
H 1.712 5.946 6.800  -0.0012
H 3.973 6.337 5.872  0.0030
H 4.997 4.671 4.360  -0.0012
H 3.755 2.655 3.726  0.0005
O -1.228 1.373 0.797  0.0621
S -2.016 1.525 -0.463  0.0079
O -2.409 2.861 -0.776  0.0152
O -1.264 0.802 -1.525  0.1064
C -3.459 0.549 -0.183  0.0035
C -4.658 1.199 0.054  -0.0005
C -5.791 0.452 0.344  0.0041
C -5.716 -0.930 0.406  0.0004
C -4.510 -1.578 0.166  0.0081
C -3.367 -0.852 -0.147  0.0176
P -1.814 -1.718 -0.560  0.1420
C -1.881 -2.088 -2.320  0.0164
C -0.740 -1.907 -3.095  0.0019
C -0.765 -2.227 -4.444  -0.0003
C -1.927 -2.720 -5.018  -0.0002
C -3.070 -2.894 -4.248  0.0010
C -3.049 -2.580 -2.899  0.0044
C -1.890 -3.283 0.326  0.0238
C -2.067 -3.251 1.712  0.0139
C -2.029 -4.424 2.446  -0.0017
C -1.799 -5.636 1.801  0.0153
C -1.613 -5.671 0.428  -0.0010
C -1.657 -4.495 -0.314  0.0165
H -4.689 2.280 0.006  0.0000
H -6.735 0.951 0.521  0.0003
H -6.599 -1.511 0.640  0.0001
H -4.463 -2.659 0.222  0.0004
H 0.165 -1.509 -2.649  0.0004
H 0.124 -2.090 -5.046  0.0000
H -1.944 -2.972 -6.072  0.0000
H -3.979 -3.270 -4.700  0.0002
H -3.945 -2.710 -2.303  0.0002
H -2.250 -2.304 2.212  0.0006
H -2.180 -4.398 3.518  -0.0004
H -1.767 -6.554 2.373  0.0009
H -1.436 -6.614 -0.072  -0.0003
H -1.506 -4.524 -1.386  0.0006
O 1.101 -2.284 0.852  0.5644
N 2.247 -2.560 0.582  0.4157
C 2.799 -3.193 -0.377  0.0487
C 2.025 -3.790 -1.440  0.0154
N 1.396 -4.268 -2.272  -0.0063
C 4.242 -3.283 -0.381  0.0033
N 5.387 -3.347 -0.405  -0.0103

Entry 2:
Here is a 2-piece molecular cluster, C4H15N4 overall from the Open Molecules 2025 dataset. Energies are from ωB97M-V/def2-TZVPD.

Total charge: +1
Lowest unoccupied orbital energy (eV): -3.64
Gap between HOMO and LUMO (eV): 8.44
Electronic energy (Eh): -380.17499
Relative energy (zero: lowest compared OMol25 entry of this formula, charge and spin) (eV): 1.6930

Last column: Löwdin charge in e.
Atoms and positions in Å:
C -0.366 -0.891 2.464  -0.0090
N -2.963 -0.040 -0.005  0.1950
C -1.966 0.021 0.849  -0.1726
N -1.518 -0.975 1.551  0.0337
H -0.190 0.149 2.717  0.0989
H 0.503 -1.338 1.980  0.0951
H -0.610 -1.456 3.361  0.1018
H -3.330 -0.909 -0.364  0.1428
H -3.216 0.794 -0.511  0.1389
H -1.519 0.993 1.015  0.1641
H -1.947 -1.886 1.446  0.1710
C 0.487 -0.243 -1.990  -0.1430
N 1.772 -0.422 -1.338  -0.1152
C 2.067 0.626 -0.374  -0.3543
N 2.387 1.904 -0.965  0.0190
H 0.193 -1.164 -2.493  0.0815
H -0.329 0.068 -1.312  0.0410
H 0.544 0.518 -2.771  0.0790
H 1.782 -1.311 -0.849  0.0937
H 2.921 0.300 0.223  0.1147
H 1.218 0.778 0.312  0.0833
H 2.999 1.773 -1.762  0.0814
H 1.577 2.417 -1.286  0.0595

Entry 3:
Here is a single C19H23N3O4 molecule at a distorted geometry from the Open Molecules 2025 dataset. Energies are from ωB97M-V/def2-TZVPD.

SMILES: O=C(NCc1ccccc1)C(=O)NC[C@H](c1ccco1)N1CCOCC1
Lowest unoccupied orbital energy (eV): 0.79
Gap between HOMO and LUMO (eV): 9.11
Electronic energy (Eh): -1203.04166
Relative energy (zero: lowest compared OMol25 entry of this formula, charge and spin) (eV): 3.3665

Last column: Löwdin charge in e.
Atoms and positions in Å:
O -1.343 -2.358 -1.479  0.0603
C -1.229 -2.132 -0.284  -0.4115
N -2.220 -1.911 0.581  0.0992
C -3.597 -1.697 0.196  -0.1132
C -3.905 -0.222 0.128  -0.2168
C -3.999 0.522 1.297  -0.0494
C -4.222 1.885 1.244  -0.0823
C -4.356 2.519 0.021  -0.0913
C -4.267 1.783 -1.148  -0.0880
C -4.040 0.419 -1.094  -0.0495
C 0.141 -2.071 0.395  -0.4030
O 0.260 -1.877 1.591  0.0702
N 1.144 -2.279 -0.477  0.0860
C 2.469 -1.784 -0.229  -0.0991
C 2.593 -0.342 -0.790  -0.2108
C 3.874 0.304 -0.354  -0.2460
C 4.662 1.224 -0.984  -0.0166
C 5.708 1.537 -0.082  -0.0597
C 5.474 0.790 1.029  -0.1147
O 4.367 0.045 0.875  0.0418
N 1.402 0.396 -0.419  -0.1295
C 1.348 0.943 0.918  -0.1332
C -0.079 1.485 1.147  -0.1613
O -0.985 0.930 0.227  -0.1565
C -0.700 1.324 -1.096  -0.1723
C 0.819 1.304 -1.373  -0.1354
H -1.922 -1.625 1.506  0.1401
H -4.246 -2.194 0.924  0.1284
H -3.728 -2.161 -0.785  0.1230
H -3.896 0.030 2.254  0.1142
H -4.289 2.456 2.159  0.1022
H -4.529 3.584 -0.021  0.1003
H -4.371 2.274 -2.105  0.1038
H -3.961 -0.153 -2.007  0.1163
H 0.835 -2.349 -1.441  0.1400
H 3.213 -2.432 -0.697  0.1324
H 2.619 -1.780 0.852  0.1232
H 2.600 -0.400 -1.885  0.1543
H 4.520 1.622 -1.968  0.1098
H 6.515 2.222 -0.243  0.0995
H 6.000 0.700 1.958  0.1197
H 2.082 1.756 1.069  0.1288
H 1.559 0.141 1.627  0.1117
H -0.445 1.203 2.134  0.1264
H -0.092 2.583 1.065  0.1247
H -1.221 0.602 -1.727  0.1147
H -1.110 2.328 -1.286  0.1219
H 1.241 2.321 -1.282  0.1241
H 1.001 0.950 -2.389  0.1232

Entry 4:
Here is a single C18H22N4O5S2 molecule at a distorted geometry from the Open Molecules 2025 dataset. Energies are from ωB97M-V/def2-TZVPD.

SMILES: COc1cc(OC)cc(C(=O)Nc2nnc(SCC(=O)NC[C@H]3CCCO3)s2)c1
Lowest unoccupied orbital energy (eV): -0.07
Gap between HOMO and LUMO (eV): 8.44
Electronic energy (Eh): -2090.70998
Relative energy (zero: lowest compared OMol25 entry of this formula, charge and spin) (eV): 0.1244

Last column: Löwdin charge in e.
Atoms and positions in Å:
C 5.116 -3.560 3.233  -0.0793
O 4.070 -3.223 2.350  -0.0739
C 2.870 -2.868 2.870  -0.2608
C 2.584 -2.794 4.224  0.0722
C 1.307 -2.431 4.660  -0.2558
O 1.141 -2.400 6.004  -0.0710
C -0.125 -2.052 6.518  -0.0754
C 0.320 -2.134 3.732  0.0412
C 0.615 -2.191 2.369  -0.1254
C -0.488 -1.859 1.443  -0.4162
O -1.664 -1.911 1.745  -0.0018
N -0.115 -1.449 0.185  0.1252
C -1.045 -1.092 -0.746  -0.5684
N -0.748 -0.668 -1.927  0.0020
N -1.820 -0.372 -2.662  -0.0863
C -2.941 -0.562 -2.041  -0.9306
S -4.506 -0.268 -2.706  0.9414
C -4.083 0.347 -4.372  -0.3472
C -3.665 1.816 -4.324  -0.5744
O -4.461 2.715 -4.482  0.0555
N -2.346 1.987 -4.123  0.0667
C -1.761 3.288 -3.902  -0.1153
C -0.985 3.326 -2.576  -0.3123
C 0.301 2.477 -2.621  -0.1345
C 1.338 3.382 -1.957  -0.1526
C 0.812 4.762 -2.346  -0.2054
O -0.595 4.657 -2.269  -0.0969
S -2.760 -1.167 -0.398  1.1156
C 1.878 -2.560 1.934  0.0457
H 4.854 -4.421 3.854  0.0981
H 5.385 -2.715 3.874  0.0977
H 5.963 -3.815 2.599  0.0950
H 3.319 -3.018 4.979  0.1192
H -0.896 -2.755 6.192  0.0992
H -0.024 -2.101 7.601  0.0946
H -0.410 -1.037 6.226  0.0986
H -0.680 -1.856 4.019  0.1133
H 0.857 -1.364 -0.076  0.1474
H -5.007 0.254 -4.941  0.0836
H -3.305 -0.297 -4.776  0.0805
H -1.787 1.174 -3.879  0.0937
H -2.572 4.020 -3.875  0.1280
H -1.087 3.543 -4.728  0.1307
H -1.657 2.994 -1.773  0.1542
H 0.186 1.521 -2.118  0.0789
H 0.582 2.288 -3.659  0.1191
H 2.351 3.203 -2.311  0.1096
H 1.310 3.266 -0.873  0.1128
H 1.122 5.020 -3.370  0.1220
H 1.121 5.561 -1.670  0.1203
H 2.131 -2.662 0.891  0.1216